A molecular structure, C44H36BN4O7P2W. Source: OMol25; level of theory: ωB97M-V with the def2-TZVPD basis set.

Output
Total charge: -1

Last column: Löwdin charge in e.
Element x y z (Å)
W: -1.814977 -0.180667 -0.287695  1.469
O: -1.902954 -3.548845 -5.534374  0.082
C: -1.927764 -2.842605 -4.383217  -0.276
C: -2.579854 -3.286516 -3.242198  0.072
C: -2.527725 -2.495376 -2.114516  -0.157
N: -1.883021 -1.339257 -2.099413  0.032
C: -1.303471 -0.890374 -3.204756  -0.146
C: -1.278172 -1.603130 -4.370247  0.094
C: -0.758561 0.521563 -3.024403  -0.561
O: -0.171769 1.083697 -3.925393  0.082
O: -1.068553 0.962085 -1.856439  -0.237
C: -3.180910 -2.841600 -0.792864  -0.575
O: -3.831460 -3.869749 -0.694236  0.058
O: -2.941973 -1.936311 0.074122  -0.124
H: -2.392871 -4.371355 -5.419229  0.114
H: -3.128486 -4.219559 -3.190280  0.133
H: -0.789065 -1.195976 -5.243706  0.137
C: 1.357918 1.769049 2.346134  -0.132
N: 0.968865 1.902853 0.924750  -0.450
P: 1.745616 0.891081 -0.258907  1.073
C: 3.511428 1.374830 -0.048288  -0.328
C: 3.903353 2.418136 -0.895602  -0.114
C: 5.191642 2.932233 -0.867317  -0.092
C: 6.134863 2.391272 -0.004308  -0.100
C: 5.778478 1.330473 0.815355  -0.090
C: 4.481906 0.830460 0.794056  -0.091
C: 1.524683 -0.824533 0.345414  -0.411
C: 1.161210 -1.659123 -0.946472  -0.143
C: 0.680685 -3.123775 -0.877820  -0.148
C: 0.609860 -3.140892 1.621377  -0.041
C: 1.398954 -2.204617 2.431320  -0.072
C: 2.000451 -1.238800 1.727925  -0.076
P: -0.736965 2.000299 0.608980  0.986
C: -1.380626 2.892753 2.069985  -0.317
C: -0.794552 4.110459 2.428920  -0.106
C: -1.328710 4.869674 3.452064  -0.082
C: -2.470209 4.432951 4.121181  -0.088
C: -3.066647 3.239334 3.760345  -0.062
C: -2.525380 2.469458 2.733135  -0.076
C: -0.899087 3.372897 -0.589325  -0.335
C: 0.186548 3.977385 -1.203681  -0.083
C: -0.008264 5.025238 -2.095774  -0.079
C: -1.289525 5.474498 -2.375553  -0.095
C: -2.380322 4.871382 -1.758625  -0.079
C: -2.185061 3.827366 -0.870262  -0.081
H: 2.446296 1.722136 2.399007  0.071
H: 0.938985 0.881587 2.822221  0.059
H: 1.042663 2.636807 2.919083  0.061
H: 3.184515 2.815466 -1.604361  0.086
H: 5.461511 3.745078 -1.530052  0.099
H: 7.144148 2.783249 0.018829  0.097
H: 6.510961 0.886164 1.478055  0.099
H: 4.249525 -0.007614 1.434323  0.077
H: 1.416709 -1.195523 -1.896142  0.116
H: -0.081277 -3.252591 -1.652690  0.123
H: 0.814910 -4.202389 1.743194  0.117
H: 1.663866 -2.405111 3.461352  0.105
H: 2.750225 -0.634192 2.215665  0.068
H: 0.085126 4.457172 1.897106  0.113
H: -0.860745 5.806603 3.728388  0.099
H: -2.892187 5.032066 4.919051  0.098
H: -3.950987 2.890422 4.277501  0.106
H: -3.000734 1.543862 2.459192  0.069
H: 1.187664 3.626857 -0.986462  0.066
H: 0.845782 5.483578 -2.579310  0.099
H: -1.440685 6.291372 -3.070107  0.095
H: -3.384884 5.216306 -1.970946  0.099
H: -3.040097 3.363054 -0.391352  0.101
C: -5.889734 1.290133 0.176130  -0.035
O: -4.597849 1.173744 0.803465  -0.078
C: -3.626727 0.745072 0.024569  -0.564
O: -3.796206 0.498609 -1.189034  -0.073
H: -6.557079 1.651324 0.952774  0.090
H: -6.212642 0.316904 -0.186472  0.097
H: -5.853825 1.991324 -0.654899  0.091
B: -1.246410 -0.795966 4.499597  -0.418
C: -1.531629 -0.613785 2.952761  -0.153
N: -1.704689 -0.404451 1.831690  -0.009
H: -2.263887 -0.500765 5.102684  0.000
H: -0.337584 -0.018523 4.755106  0.005
H: -0.915840 -1.950518 4.694680  0.001
N: 5.145913 -8.356489 -1.226150  0.135
C: 4.400343 -7.483831 -1.161427  -0.190
C: 3.458035 -6.387005 -1.080118  -0.244
C: 2.202278 -6.508115 -1.661187  -0.032
C: 1.310959 -5.447458 -1.588498  -0.013
C: 1.653107 -4.265868 -0.942001  -0.155
C: 2.914923 -4.161149 -0.357040  0.002
C: 3.813753 -5.209282 -0.424392  -0.021
C: 0.129514 -2.677735 0.474154  -0.155
C: 0.088279 -1.194265 0.051775  -0.353
H: 1.930938 -7.426135 -2.165571  0.115
H: 0.327359 -5.539420 -2.035460  0.115
H: 3.183945 -3.244273 0.154632  0.118
H: 4.793948 -5.124775 0.026543  0.117

Cartesian forces (eV/Å) of the 6 atoms listed first:
W -0.149 1.847 0.690
O -0.031 -0.079 -0.043
C 0.120 0.192 -0.060
C -0.025 -0.057 0.003
C -0.156 -0.295 0.073
N -0.114 -0.379 -0.099

2 unconnected molecules or ions with the total composition C2H2ClO3. Source: OMol25; level of theory: ωB97M-V with the def2-TZVPD basis set.

Output
Total charge: -1

Last column: natural (NBO) charge in e.
Element x y z (Å)
C: 2.010458 0.730150 0.844753  1.047
C: -1.546909 -0.341031 -0.973268  -0.231
O: 1.912905 1.679102 0.263590  -0.511
O: 2.316070 -0.126554 1.527548  -0.549
O: -0.100060 -0.242550 -0.457227  -0.840
Cl: -2.906117 -1.247437 0.297391  -0.461
H: -1.861166 0.724620 -0.934086  0.082
H: 0.174818 -1.176300 -0.568702  0.462

Cartesian forces (eV/Å) of the 6 atoms listed first:
C 0.511 -1.323 1.190
C 1.612 0.018 -1.061
O -0.909 4.329 -2.973
O 0.303 -2.899 1.709
O -1.937 -1.279 0.179
Cl 0.653 0.598 0.237

It is found that the strongest force on any atom values, taken in the order of the records, are 0.0384 0.1036 hartree/bohr.
It is found that the orbital gap values, taken in the order of the records, are 6.156 5.528 eV.
It is found that the energy above the lowest of the compared OMol25 structures with the same formula, charge and spin values, taken in the order of the records, are 66.2 66.0 kcal per mole.